Molecular formula: C19H33BrNO8PS2
Method: DFT, ωB97M-V/def2-TZVPD

Each line ends with the Löwdin charge.
Element x y z (Å)
Br: -2.10298 -4.99603 -2.97232  0.29
S: -2.04108 0.46101 -0.51777  0.70
S: -2.55660 -3.16308 0.87593  0.83
P: -2.35553 -2.73564 -3.27958  0.71
O: -2.94464 -0.72221 0.18802  -0.25
O: -1.56344 -0.43248 -1.81295  -0.19
O: -1.08605 0.78347 0.53918  -0.26
O: -2.66111 1.72171 -0.86625  -0.23
O: 1.49733 -1.06885 -2.37190  -0.14
O: -1.36265 -2.25563 -4.55213  -0.32
O: 3.00705 -0.27107 1.61307  -0.18
O: 3.98941 1.89794 5.46835  -0.20
N: 3.83460 2.58263 2.57365  -0.05
C: -5.88416 1.11265 -2.48411  -0.07
C: 2.80490 1.10637 -2.27277  -0.07
C: 0.91558 -1.59768 -1.16376  -0.17
C: 5.39470 1.71537 5.52332  -0.12
C: 2.29307 0.93406 1.36863  -0.22
C: 3.18182 2.18149 1.32721  -0.20
C: -4.34418 -2.28585 -0.95375  -0.19
C: -0.30146 -2.58565 -1.46654  -0.16
C: 1.42980 0.35581 -2.43657  -0.27
C: 3.20030 -0.57881 2.98416  -0.09
C: -5.02251 -1.25326 -1.90551  -0.20
C: -5.28370 0.14908 -1.57268  -0.05
C: 2.90011 3.00915 3.61318  -0.21
C: -5.46384 -1.66688 -3.25755  -0.08
C: -6.07096 -0.74015 -4.20765  -0.07
C: 3.60892 3.17208 4.95067  -0.21
C: -2.83881 -1.97318 -0.55024  -0.69
C: -6.25768 0.66312 -3.81247  -0.08
C: -1.72003 -1.87494 -1.66844  -0.51
H: 3.98128 1.99834 0.60283  0.11
H: -0.88223 -3.03920 -4.88530  0.05
H: 3.25290 -1.66563 3.07898  0.09
H: -5.31617 -2.73320 -3.55837  0.08
H: 2.54761 2.20328 -2.16250  0.09
H: -4.97166 0.46465 -0.54452  0.10
H: -4.98421 -2.33398 -0.02910  0.13
H: 5.86978 2.51933 6.09323  0.09
H: 5.59093 0.76888 6.02691  0.09
H: -6.68652 1.41713 -4.51632  0.10
H: 1.45160 1.04285 2.06092  0.11
H: 2.38104 -0.21832 3.61093  0.09
H: 4.46120 3.85414 4.86957  0.12
H: -6.37394 -1.09470 -5.22238  0.10
H: 2.90517 3.60616 5.66736  0.12
H: 1.70699 -2.26382 -0.70568  0.14
H: 2.59828 3.02523 0.94360  0.12
H: 2.09635 2.27592 3.74870  0.11
H: 1.04139 0.61055 -3.46895  0.13
H: -0.31344 -3.43516 -0.74104  0.09
H: 0.67334 -0.83587 -0.38245  0.10
H: 5.82246 1.66846 4.51748  0.08
H: 1.85064 0.81927 0.37601  0.08
H: -0.02299 -3.03969 -2.46272  0.07
H: 4.15270 -0.17593 3.33613  0.07
H: -2.94317 -4.35827 0.30434  -0.10
H: 2.45146 3.96429 3.32444  0.12
H: 3.26460 0.79988 -1.30099  0.06
H: -4.37129 -3.30938 -1.41604  0.09
H: 0.69929 0.81566 -1.72101  0.10
H: 4.37456 1.79807 2.91865  0.07
H: 3.48969 1.04776 -3.15205  0.08
H: -5.99378 2.15872 -2.11111  0.11

- Highest occupied orbital energy: -0.3138 Ha
- Net charge: 0
- Total energy: -139105.1085 eV
- SMILES: CCOCC[C@]1(P(O)Br)OS(=O)(=O)O[C@@]1(S)Cc1ccccc1.COCCNCCOC
- Gap between HOMO and LUMO: 8.02 eV

---

Molecular formula: C43H40LiN5O2P
Method: DFT, ωB97M-V/def2-TZVPD

Each line ends with the Löwdin charge.
Element x y z (Å)
P: 1.60353 0.12266 -1.39092  1.12
O: -1.58424 5.13764 5.06734  -0.05
O: -2.99325 5.96201 3.47857  -0.05
N: 0.52133 -0.08332 1.97270  0.06
N: -2.31511 -3.04967 3.02429  -0.10
N: -2.38955 -0.74770 2.07877  0.20
N: -1.15602 1.86814 1.37432  0.06
N: -2.15946 1.43823 -1.01493  0.08
C: -1.81119 3.97406 3.03406  -0.09
C: 1.31169 -1.12073 2.23050  -0.15
C: -0.28803 -1.71921 -2.29957  -0.37
C: 1.02497 -2.01794 -4.85302  -0.14
C: 0.08536 3.77346 -2.84164  -0.06
C: 5.22989 1.57057 -2.83623  -0.10
C: 0.19821 4.54252 -1.68877  -0.08
C: 6.08522 0.50678 -2.60378  -0.10
C: -2.58955 2.54595 -0.39491  -0.20
C: -2.60243 1.16599 -2.24070  -0.12
C: 0.75485 3.98660 -0.54913  -0.09
C: -0.89990 -1.74817 -1.04541  -0.13
C: -3.28450 -4.05230 2.56463  -0.14
C: -2.16685 5.16140 3.96291  -0.69
C: -3.93502 3.13500 -2.28100  -0.07
C: 1.14735 2.65562 -0.57938  -0.14
C: -0.59508 1.96691 2.57487  -0.21
C: -3.48611 3.41871 -1.00359  -0.01
C: 0.93338 -1.00810 -2.63374  -0.38
C: 3.36792 0.30675 -1.91753  -0.31
C: 1.79904 -0.32484 4.41308  -0.07
C: 1.57472 -1.23879 -3.85307  -0.17
C: 5.58502 -0.65630 -2.03216  -0.06
C: 0.97822 0.75873 4.15310  0.00
C: 4.24375 -0.77569 -1.68305  -0.28
C: 3.88549 1.46711 -2.49391  -0.08
C: -1.50595 -3.35714 4.20232  -0.14
C: -0.89114 3.01690 3.43243  0.06
C: -0.25249 -2.56542 -4.62003  -0.13
C: 0.34042 0.84817 2.91671  -0.21
C: -2.40436 3.84411 1.78990  0.06
C: -2.04336 2.77712 0.97944  -0.20
C: 1.03227 1.86203 -1.72622  -0.34
C: -2.82780 -5.43221 3.03430  -0.19
C: -0.88716 -2.41367 -3.41653  -0.09
C: -0.62375 -4.57869 3.92144  -0.17
C: 0.39575 1.72476 -4.21808  -0.04
C: 0.50761 2.44550 -2.89732  -0.27
C: -3.48775 1.98685 -2.91925  -0.06
C: 3.74616 -2.05583 -1.05665  -0.06
C: -1.30661 -5.53759 2.92880  -0.19
C: 1.96988 -1.29540 3.43587  -0.08
C: -2.35355 -1.81749 2.52581  -0.26
Li: -0.77426 0.37436 0.16578  0.49
H: -3.31854 -6.18864 2.42179  0.11
H: 6.25313 -1.49266 -1.84824  0.10
H: -0.26243 0.85580 -4.16250  0.07
H: 1.55357 2.20146 0.32185  0.09
H: 2.30374 -0.40818 5.36846  0.10
H: -0.33680 4.22011 -3.73722  0.10
H: -0.15164 5.57024 -1.68509  0.10
H: -3.14126 -5.60587 4.06802  0.11
H: 3.38619 -1.86505 -0.04106  0.06
H: -3.81501 1.72992 -3.91983  0.10
H: 3.23164 2.30845 -2.68241  0.10
H: 1.53905 -2.16883 -5.79449  0.08
H: -0.90132 -2.48618 4.43757  0.12
H: 4.54056 -2.80166 -1.00759  0.07
H: -1.79603 -2.34049 -0.88970  0.02
H: -0.42298 -5.08547 4.86780  0.11
H: -2.16069 -3.54218 5.05770  0.12
H: -0.35168 -1.47155 -0.15443  -0.05
H: 7.13479 0.57739 -2.86731  0.09
H: 2.90878 -2.47133 -1.62241  0.07
H: -3.31168 -4.01778 1.47679  0.12
H: 0.01353 2.40728 -4.98102  0.07
H: -0.97803 -6.56212 3.10812  0.11
H: -3.82041 4.30717 -0.48421  0.11
H: 2.52757 -0.75173 -4.04025  0.10
H: -4.63109 3.80319 -2.77251  0.10
H: 0.82602 1.52462 4.90296  0.11
H: -2.23046 0.24248 -2.68100  0.10
H: 0.33536 -4.25311 3.51589  0.10
H: -1.01235 -5.28056 1.90767  0.12
H: 1.41573 -1.84549 1.42618  0.10
H: 2.60541 -2.15663 3.59785  0.10
H: -1.85479 -2.88062 -3.25533  0.09
H: -0.44271 3.14111 4.40874  0.11
H: -0.73540 -3.13948 -5.40545  0.09
H: -3.12751 4.59809 1.50750  0.11
H: -4.28778 -3.82323 2.93342  0.12
H: 1.36490 1.35260 -4.54654  0.07
H: 0.84047 4.56611 0.36414  0.11
H: 5.60260 2.48437 -3.28525  0.10

- Highest occupied orbital energy: -0.1182 Ha
- Net charge: -1
- Total energy: -66283.1782 eV
- Gap between HOMO and LUMO: 5.33 eV

---

Molecular formula: C17H10CsFO6S
Method: DFT, ωB97M-V/def2-TZVPD

Each line ends with the Löwdin charge.
Element x y z (Å)
Cs: -1.39643 2.43382 0.76043  1.20
S: -1.27335 -1.50030 0.89235  0.96
F: -1.45339 0.13735 2.47175  -0.75
O: -1.59392 -0.56686 -0.23177  -0.60
O: -2.57627 5.06860 0.21440  -0.18
O: 1.63586 6.03956 -1.75235  0.00
O: -0.45260 7.08368 -3.53486  0.02
O: 0.30985 4.82216 0.57792  -0.17
O: -3.06076 6.48309 -2.32533  0.00
C: -0.97460 -3.08076 -1.41220  -0.07
C: 1.29077 -0.63226 0.38528  -0.07
C: 2.25433 -1.43832 2.86484  -0.09
C: -0.69917 -4.21472 0.68932  -0.10
C: 0.92442 -1.64224 2.54327  -0.09
C: -0.25581 5.38861 -0.38714  -0.41
C: -1.70284 5.51561 -0.56761  -0.41
C: -0.77846 -4.28220 -2.08102  -0.09
C: 2.62133 -0.40843 0.72133  -0.08
C: -0.50034 -5.41420 0.02221  -0.11
C: 0.42101 5.99042 -1.55137  -0.34
C: 3.10441 -0.81534 1.95450  -0.10
C: -0.92334 -3.04769 -0.02880  -0.35
C: 0.45651 -1.24328 1.29960  -0.38
C: -0.53912 -5.44885 -1.36649  -0.12
C: -1.96007 6.21126 -1.84253  -0.34
C: -0.63685 6.52198 -2.45886  -0.33
H: -1.18065 -2.15768 -1.94069  0.10
H: 4.13729 -0.62545 2.21981  0.09
H: 0.89009 -0.30638 -0.56731  0.11
H: -0.81681 -4.31124 -3.16351  0.10
H: 2.62463 -1.72734 3.84108  0.09
H: -0.39108 -6.38481 -1.89175  0.09
H: -0.68164 -4.17921 1.77383  0.10
H: -0.32235 -6.32352 0.58417  0.09
H: 3.27395 0.10153 0.02401  0.10
H: 0.22541 -2.04658 3.26349  0.11

- Highest occupied orbital energy: -0.0081 Ha
- Net charge: -2
- Total energy: -44177.8837 eV
- Gap between HOMO and LUMO: 4.05 eV

---

Molecular formula: C22H15ClMnN2O2S
Method: DFT, ωB97M-V/def2-TZVPD

Each line ends with the Löwdin charge.
Element x y z (Å)
Mn: -0.15203 -0.43366 0.15936  0.64
Cl: -4.15441 -0.18325 -5.83819  0.65
S: -1.86225 -1.53967 1.44393  0.64
O: 1.26748 0.03917 -0.40317  -0.32
O: -0.60245 -1.43113 -1.37053  -0.15
N: 0.17448 0.68768 1.85744  -0.02
N: -1.32653 1.06483 -0.29095  0.01
C: -1.12068 4.02649 2.72084  -0.02
C: -2.03590 1.11562 -1.37726  -0.02
C: -2.59969 -4.14171 1.92430  -0.13
C: -0.48618 1.87313 1.79915  -0.14
C: -0.39593 2.81714 2.83477  -0.14
C: -1.30406 2.11250 0.66144  -0.16
C: -3.10822 -0.50760 -4.48724  -0.67
C: 0.41311 2.48273 3.94583  0.01
C: 1.05663 1.28208 3.97963  -0.02
C: -2.16672 -2.93551 2.47434  -0.67
C: -2.87251 -5.22945 2.73953  -0.10
C: -1.89648 4.24611 1.62243  -0.06
C: -2.97264 0.39387 -3.48167  -0.06
C: -2.39692 -1.72500 -4.44492  -0.08
C: 0.90727 0.39444 2.89652  -0.08
C: -2.11938 0.12560 -2.37895  -0.12
C: -2.01207 -2.84776 3.85814  -0.14
C: -1.39285 -1.10081 -2.32563  -0.31
C: -2.28675 -3.93797 4.66957  -0.10
C: -1.99674 3.28897 0.58906  0.01
C: -1.56783 -2.01066 -3.40301  0.02
C: -2.71761 -5.13495 4.11541  -0.11
H: 1.39658 -0.57116 2.89020  0.13
H: -3.51974 1.32778 -3.51275  0.11
H: -2.51964 -2.43191 -5.25489  0.11
H: -3.20878 -6.15786 2.29452  0.10
H: -1.05606 4.75960 3.51430  0.12
H: -2.63641 3.51102 -0.25310  0.11
H: -1.01872 -2.94081 -3.35949  0.12
H: 0.50446 3.18670 4.76371  0.12
H: 1.67572 0.99396 4.81675  0.11
H: -2.16320 -3.85018 5.74219  0.10
H: -1.68034 -1.91195 4.28976  0.09
H: -2.93147 -5.98553 4.74960  0.10
H: -2.45781 5.16621 1.53207  0.11
H: -2.63657 2.00559 -1.54788  0.13
H: -2.72195 -4.21294 0.85168  0.10

- Highest occupied orbital energy (alpha / beta): -0.2656 / -0.2732 Ha
- Expectation value of S²: 3.856
- Net charge: 0
- Total energy: -84809.8784 eV
- Spin multiplicity: 4
- Gap between HOMO and LUMO (alpha / beta): 6.02 / 6.21 eV

---

Molecular formula: C26H42BrN3OP2Sr
Method: DFT, ωB97M-V/def2-TZVPD

Each line ends with the Löwdin charge.
Element x y z (Å)
Sr: -1.36214 1.66483 -0.38248  1.40
Br: -1.22122 -1.16034 -0.46101  0.14
P: 2.12254 -0.76023 -1.70244  1.05
P: -2.68866 -3.17962 -4.14213  1.00
O: -0.80022 0.93039 1.91717  -0.27
N: -1.29669 -0.00354 3.95671  0.20
N: -0.95541 7.44736 -8.05848  0.08
N: 0.87747 0.58966 3.41694  0.18
C: 2.46253 -1.52302 -3.31811  -0.29
C: -0.87089 7.04903 -5.70359  0.00
C: -0.96641 1.41807 -3.28972  -0.08
C: 3.19461 -0.52848 -4.21168  -0.11
C: -1.23489 6.16972 -8.29571  -0.11
C: -1.13284 5.68054 -5.93120  -0.22
C: 2.04889 -2.10478 -0.48155  -0.34
C: -0.06074 0.41260 -2.96370  -0.16
C: -0.77613 7.89628 -6.81920  -0.11
C: 0.95532 0.64738 -2.03194  -0.38
C: -4.58281 -3.67257 -2.08750  -0.17
C: -0.40004 -4.75798 -4.12788  -0.17
C: -0.42327 0.51998 3.06417  -0.61
C: -1.35276 5.24497 -7.25120  0.00
C: -0.51692 2.75565 -3.20268  -0.25
C: -1.11202 4.68273 -4.87927  0.10
C: 1.21588 2.00722 -1.66808  -0.14
C: 0.46170 3.04447 -2.22358  -0.09
C: -2.76366 -1.49151 -4.88063  -0.44
C: -0.87210 -3.33946 -3.80798  -0.45
C: -1.05270 3.76896 -4.05954  0.06
C: -3.02551 -1.66105 -6.37036  -0.18
C: 3.50441 0.23194 -1.08185  -0.34
C: 2.91108 -3.35205 -0.80310  -0.11
C: -3.38360 -2.80617 -2.47158  -0.49
C: 4.75877 -0.57696 -0.86287  -0.12
H: 0.67084 -4.77358 -4.35436  0.06
H: -2.55307 -2.97827 -1.76968  -0.03
H: -2.25167 -0.13926 3.63913  0.13
H: -1.81777 -0.97005 -4.68701  0.03
H: 3.01564 -2.46442 -3.19233  0.10
H: 3.06673 -0.77465 -5.26937  0.09
H: 2.78071 0.48158 -4.08649  0.07
H: 4.61032 -1.33486 -0.08774  0.07
H: -0.54015 8.95536 -6.68277  0.12
H: -5.53496 -3.25762 -2.43924  0.07
H: 4.27896 -0.46410 -4.00703  0.09
H: -1.86285 1.15387 -3.85995  0.13
H: -3.65886 -1.73808 -2.44427  0.05
H: -1.57034 4.19723 -7.45760  0.12
H: -3.58693 -0.95493 -4.38745  0.07
H: 3.12509 -3.92734 0.11232  0.10
H: 3.14490 0.63873 -0.12349  0.10
H: -0.35472 -2.61900 -4.45843  0.05
H: 3.69008 1.07162 -1.76164  0.10
H: -4.49884 -4.69162 -2.47789  0.06
H: 0.73380 4.09665 -2.08341  0.14
H: -3.78391 -2.42668 -6.55543  0.06
H: -2.12082 -1.95226 -6.90781  0.07
H: -1.01259 -0.26513 4.88813  0.12
H: 5.57976 0.07032 -0.53896  0.10
H: -3.38014 -0.72798 -6.80704  0.07
H: 1.55319 0.78978 2.69373  0.11
H: -0.56153 -5.44357 -3.29023  0.07
H: 2.07142 2.29410 -1.04043  0.12
H: 2.39793 -1.64431 0.45723  0.09
H: -0.06798 -0.52224 -3.52614  0.09
H: 5.08350 -1.08236 -1.77762  0.08
H: 2.44465 -4.05632 -1.51280  0.09
H: -0.71130 7.44322 -4.69959  0.12
H: 0.97653 -2.32464 -0.31337  -0.02
H: -4.63030 -3.72238 -0.99509  0.07
H: -0.92452 -5.16997 -4.99796  0.06
H: 1.50145 -1.82325 -3.76503  0.07
H: 1.18187 0.36432 4.35835  0.13
H: -1.36738 5.83300 -9.32641  0.12
H: 3.88108 -3.04792 -1.22019  0.06
H: -0.69195 -3.07536 -2.75378  0.03

- Highest occupied orbital energy: -0.4468 Ha
- Net charge: +2
- Total energy: -123604.4839 eV
- Gap between HOMO and LUMO: 5.66 eV

---

Molecular formula: Cl2S3
Method: DFT, ωB97M-V/def2-TZVPD

Each line ends with the Löwdin charge.
Element x y z (Å)
Cl: -0.16422 0.44415 -2.25319  0.08
Cl: 1.61976 -0.00548 2.21706  0.01
S: 1.59968 0.20678 0.21210  0.01
S: -0.82771 0.33933 -0.30053  -0.21
S: -2.22752 -0.98478 0.12456  0.11

- Highest occupied orbital energy (alpha / beta): -0.3383 / -0.3388 Ha
- Net charge: 0
- Total energy: -57549.1227 eV
- Gap between HOMO and LUMO (alpha / beta): 6.77 / 6.80 eV